(1)
Entry from the OMol25 dataset: a 9-piece molecular cluster, C38H71N11O11 overall at a distorted geometry (wB97M-V/def2-TZVPD).

## Properties
Total charge ... 0
E_HOMO ... -8.65 eV
LUMO level ... -0.05392 hartree

Element x y z (Å)
C  -3.223914  0.747241  2.609862
C  -4.070614  0.295374  3.901933
O  -3.462078  -0.748924  4.700251
C  -2.117491  -0.412962  5.124868
C  -1.132017  -1.469850  4.364470
O  0.258086  -1.311052  4.729310
C  1.128332  -1.449636  3.557928
C  1.257132  0.014265  2.878792
C  2.158893  1.073970  3.591330
C  2.273555  2.501659  2.934044
C  1.532306  2.805133  1.593945
C  0.607341  1.740008  0.857279
N  0.000690  2.169125  -0.378732
C  -0.766266  1.081350  -0.887860
O  -1.454191  1.325485  -2.161480
C  -0.838272  0.445720  -3.115958
N  -0.120279  -0.291044  -3.767067
C  -0.960407  -0.328063  -0.252901
N  -0.315457  -0.711269  0.963128
C  0.491560  0.343200  1.525003
H  -3.865699  1.464415  1.979267
H  -2.983619  -0.175831  1.979514
H  -2.275040  1.329327  2.919639
H  -5.063405  -0.151019  3.495180
H  -4.385150  1.221174  4.514460
H  -2.030846  -0.655903  6.243750
H  -1.814736  0.677795  4.965140
H  -1.563349  -2.516507  4.627019
H  -1.332678  -1.325676  3.243372
H  0.726371  -2.249295  2.844072
H  2.160464  -1.785365  3.922984
H  2.696710  0.762458  4.562016
H  2.911686  3.307658  3.462053
H  1.655401  3.844479  1.108769
H  -1.637595  -1.110723  -0.759287
C  -0.690073  -1.651889  -7.930204
O  -1.383783  -2.044219  -8.853441
N  0.661839  -1.806299  -7.836023
C  1.415077  -1.309582  -6.702139
C  1.366575  -2.488485  -8.903632
H  -1.124730  -1.120815  -7.067571
H  2.157429  -0.589594  -7.056424
H  1.920921  -2.148491  -6.216814
H  0.758946  -0.821093  -5.979798
H  1.202915  -1.951148  -9.841127
H  0.967840  -3.500962  -9.006020
H  2.435091  -2.534681  -8.688641
C  2.274451  0.870202  8.374110
O  1.307838  1.461945  7.930237
N  2.408378  -0.487105  8.438388
C  3.592942  -1.118226  8.981875
C  1.329703  -1.323501  7.946454
H  3.149021  1.409676  8.773296
H  4.049234  -1.743784  8.209936
H  3.305969  -1.740245  9.833894
H  4.317779  -0.372037  9.312014
H  1.157508  -1.099972  6.890542
H  0.418748  -1.096434  8.506362
H  1.579041  -2.379383  8.062769
C  5.390274  0.442567  0.073471
O  4.651248  0.328755  1.039145
N  5.137019  1.205319  -1.027765
C  6.065134  1.289724  -2.137806
C  3.899475  1.956383  -1.090466
H  6.354643  -0.084054  0.019870
H  6.370216  2.332524  -2.264106
H  5.566525  0.940841  -3.045374
H  6.948605  0.677833  -1.958148
H  3.858081  2.647332  -0.244114
H  3.057231  1.262639  -1.019274
H  3.836880  2.515693  -2.025104
C  -3.776481  -5.142895  -4.533479
O  -4.507666  -5.260033  -3.566744
N  -4.034292  -4.371311  -5.629399
C  -3.111830  -4.282762  -6.743649
C  -5.270461  -3.615931  -5.680424
H  -2.812553  -5.673722  -4.596531
H  -2.803787  -3.242009  -6.867836
H  -3.617111  -4.625330  -7.650262
H  -2.227916  -4.899514  -6.571717
H  -5.306088  -2.929948  -4.830271
H  -6.114830  -4.306103  -5.609219
H  -5.335623  -3.050744  -6.611306
C  1.777798  3.227945  -3.764234
O  2.673289  2.799385  -4.471723
N  1.372470  4.528707  -3.703464
C  0.295871  4.959660  -2.833066
C  2.038818  5.511258  -4.535242
H  1.205960  2.566010  -3.093103
H  -0.496060  5.400463  -3.439695
H  0.680917  5.707414  -2.135332
H  -0.111199  4.118942  -2.268036
H  1.930394  5.224732  -5.584399
H  3.102671  5.529530  -4.285280
H  1.607690  6.501069  -4.378435
C  6.098251  -2.510675  -1.202998
O  6.305447  -1.512392  -1.870555
N  6.749987  -3.701492  -1.341367
C  6.446464  -4.845989  -0.507286
C  7.779084  -3.824874  -2.355542
H  5.337419  -2.524599  -0.405583
H  7.347744  -5.138167  0.038110
H  6.119641  -5.673134  -1.142943
H  5.656337  -4.610733  0.207777
H  8.562948  -3.088522  -2.161438
H  7.341611  -3.620645  -3.335919
H  8.207478  -4.828143  -2.346461
C  -2.854080  5.754092  -2.509363
O  -2.072793  6.676515  -2.360601
N  -4.096153  5.853804  -3.065782
C  -4.969496  4.707157  -3.208582
C  -4.556012  7.148829  -3.528783
H  -2.604394  4.728298  -2.192023
H  -5.198830  4.563907  -4.267821
H  -5.894395  4.893051  -2.656276
H  -4.496287  3.803721  -2.819842
H  -3.867925  7.521076  -4.291831
H  -4.559750  7.848313  -2.689227
H  -5.560741  7.071504  -3.946726
C  -6.063372  -2.103362  9.175659
O  -7.072501  -2.081611  9.856535
N  -6.031978  -2.141719  7.811591
C  -4.786960  -2.165706  7.069503
C  -7.284027  -2.158891  7.081514
H  -5.059284  -2.093257  9.630301
H  -4.745757  -1.292818  6.416155
H  -4.751204  -3.076496  6.465575
H  -3.928410  -2.149181  7.743603
H  -7.856437  -1.261985  7.331438
H  -7.861012  -3.037418  7.381043
H  -7.100002  -2.189419  6.006524

Forces on the atoms, in the same order (eV/Å):
-0.252 0.221 0.490
-1.129 0.297 -1.346
0.756 1.803 -0.635
1.315 -1.223 0.609
-1.876 0.445 -0.177
-0.525 -0.632 -1.497
0.165 1.010 -0.227
1.423 2.573 -0.140
-2.774 -0.431 -3.782
-2.280 -2.055 -2.296
0.472 -2.202 2.327
1.801 0.890 1.894
-1.740 -6.033 1.105
1.480 0.165 2.321
2.664 -2.923 -1.398
2.498 -1.245 -0.348
-4.269 4.007 3.334
1.706 1.327 1.667
-0.254 4.367 -3.099
0.414 0.178 0.599
0.888 -1.092 0.976
-0.156 1.367 0.894
-1.385 -1.108 -0.650
1.676 0.580 0.827
0.779 -1.370 -0.628
-0.223 0.565 -1.480
-0.504 -1.549 0.078
1.007 1.548 -0.295
0.625 -0.162 1.512
0.530 1.342 0.874
-1.501 0.634 -0.411
-0.980 0.760 -1.809
-1.233 -1.480 -1.188
-0.311 -1.955 0.871
1.259 1.504 0.836
0.585 -0.077 -0.062
0.273 -0.038 0.111
-0.908 0.163 0.090
0.046 -0.019 -0.166
-0.308 -0.012 -0.133
0.122 0.023 0.077
0.038 -0.014 0.209
0.058 0.161 0.123
0.088 -0.115 -0.147
0.096 -0.171 -0.029
0.124 0.037 -0.147
-0.161 0.066 0.071
-0.083 -0.458 -0.035
0.142 -0.307 0.041
0.194 0.844 0.102
-0.262 -0.056 -0.105
-0.151 0.297 -0.170
0.072 -0.080 0.035
0.132 -0.042 0.164
0.212 -0.040 -0.007
-0.126 -0.021 -0.057
-0.167 -0.165 0.113
-0.033 -0.124 -0.116
0.067 0.159 0.039
0.040 0.447 -0.563
-0.174 0.069 -0.132
0.356 -0.493 0.755
-0.092 0.245 0.017
0.011 -0.096 0.232
-0.029 0.194 -0.057
0.018 -0.033 -0.140
0.198 0.033 -0.030
-0.222 0.081 0.031
-0.179 -0.020 -0.053
-0.103 0.174 -0.002
0.110 -0.169 0.057
-0.228 0.314 -0.349
0.030 0.165 -0.263
0.375 -0.597 0.643
-0.235 0.188 0.047
-0.039 -0.135 0.258
0.037 0.034 -0.104
0.082 -0.146 -0.234
0.220 0.088 -0.088
-0.128 0.038 0.063
-0.167 -0.002 -0.092
-0.057 0.185 0.012
0.115 -0.115 0.088
-0.143 0.592 -0.080
-0.073 0.232 0.057
0.193 -1.056 0.136
0.162 0.080 -0.291
0.157 -0.239 -0.086
-0.065 0.080 0.075
0.127 0.054 0.222
-0.276 0.017 0.022
0.157 0.019 -0.056
0.123 0.147 0.020
-0.033 0.108 -0.157
-0.024 -0.178 0.062
0.211 -0.547 -0.096
0.183 -0.697 -0.091
-0.531 0.696 0.240
0.162 0.041 -0.185
-0.062 0.291 -0.078
0.017 -0.056 0.038
-0.139 -0.142 0.063
-0.007 -0.084 0.189
0.084 0.058 -0.111
0.026 -0.098 -0.163
0.189 -0.023 -0.004
-0.119 0.107 0.078
-0.541 0.206 -0.138
-0.480 -0.002 -0.081
0.757 -0.310 0.383
-0.022 0.254 -0.065
0.266 0.127 0.098
-0.095 -0.070 -0.035
-0.111 -0.155 0.092
-0.035 -0.190 -0.083
0.022 0.140 -0.021
-0.136 0.125 0.050
-0.039 0.079 -0.168
0.134 -0.095 0.075
-0.167 -0.037 -0.484
0.107 0.000 -0.306
0.231 -0.035 0.953
-0.371 0.106 -0.056
-0.103 0.016 0.292
0.070 -0.002 -0.094
0.203 -0.225 -0.005
0.196 0.098 -0.079
-0.146 -0.010 0.024
-0.105 -0.122 -0.106
-0.106 0.117 -0.115
0.093 0.004 0.155



(2)
Entry from the OMol25 dataset: a 4-piece molecular cluster, C38H72N4O15P2 overall at a distorted geometry (wB97M-V/def2-TZVPD).

## Properties
Total charge ... 0
E_HOMO ... -8.21 eV
LUMO level ... -0.03896 hartree

Element x y z (Å)
C  -3.703788  4.606193  2.857086
C  -3.208017  4.445016  1.327326
O  -1.915580  5.033526  1.069428
C  -0.833755  4.157209  1.493824
C  0.105103  3.697554  0.255042
C  1.673646  3.836615  0.607642
C  2.627712  3.271315  -0.553804
C  3.356553  1.882631  -0.211315
C  2.440551  0.891453  0.681165
C  2.699471  0.799200  2.229247
C  3.828700  1.635052  2.992534
C  4.938080  0.616923  3.535594
C  5.627734  -0.285008  2.403116
C  4.903599  -1.720953  2.203282
O  4.929685  -2.170081  1.017648
O  4.286012  -2.402819  3.286748
C  4.203663  -3.830330  3.042117
C  3.347322  -4.609954  4.191043
C  1.793938  -0.145335  3.050638
C  0.709852  -0.983384  2.317776
C  0.417165  -0.927687  0.806535
P  -0.982831  -1.986500  0.116128
O  -1.897544  -1.099169  -1.062668
O  -0.415469  -3.476440  -0.521442
C  1.316996  0.051600  -0.037234
C  1.063707  0.217640  -1.599345
C  1.226788  -1.125254  -2.458897
C  1.001637  -0.701461  -4.019381
C  0.526689  -1.944496  -4.931919
O  -0.952807  -1.928606  -5.016637
C  -1.319460  -3.303561  -5.012840
O  -2.375846  -3.729879  -4.494640
C  0.069864  -1.826588  3.496634
O  -0.688367  -2.811130  3.420055
N  0.530774  -1.338813  4.832542
P  -0.778977  -0.602411  5.770252
O  -1.898774  -0.289607  4.753327
O  -1.342836  -1.710286  6.954768
O  -0.325471  0.826263  6.556883
C  1.724385  -0.470662  4.598367
O  2.423061  -0.114186  5.569120
H  -3.267896  5.524696  3.376128
H  -3.453032  3.682438  3.502673
H  -4.850205  4.711016  2.903509
H  -3.261309  3.328824  1.029505
H  -4.001642  4.973037  0.676786
H  -1.302130  3.221673  1.965188
H  -0.235699  4.707328  2.294789
H  -0.111204  2.619887  -0.052997
H  -0.154579  4.399402  -0.626738
H  1.880625  4.970137  0.696610
H  1.938324  3.393897  1.628407
H  3.450799  4.063733  -0.722223
H  2.020754  3.251385  -1.532514
H  3.571127  1.369910  -1.224651
H  4.384449  2.065443  0.258125
H  3.353198  2.280792  3.823221
H  4.352948  2.395873  2.299030
H  4.565610  -0.095458  4.351263
H  5.753748  1.262770  4.042190
H  6.683842  -0.547072  2.795082
H  5.747448  0.230132  1.392565
H  3.675097  -4.093345  2.052114
H  5.235152  -4.347908  3.037660
H  2.907823  -3.870281  4.939439
H  3.969986  -5.443722  4.685584
H  2.469821  -5.162362  3.680273
H  -2.731859  -1.628723  -1.124645
H  0.567501  -3.475323  -0.589232
H  1.692656  1.023561  -2.103173
H  -0.040517  0.544613  -1.714276
H  2.293830  -1.525759  -2.377622
H  0.449167  -1.931133  -2.249447
H  0.101251  0.022627  -3.999154
H  1.926930  -0.169407  -4.424570
H  0.939721  -2.950610  -4.594988
H  0.880262  -1.689248  -6.003998
H  -0.650754  -4.073404  -5.539401
H  -2.078502  -2.240550  6.561473
H  -0.302407  0.596205  7.524572
C  1.235815  9.239789  -3.234567
C  0.753724  8.434288  -2.031244
C  1.832987  8.225232  -0.948789
O  2.827292  7.258515  -1.279000
C  3.829538  7.725608  -2.166512
N  0.208735  7.154379  -2.502306
H  1.838362  8.648420  -3.925994
H  0.379235  9.609680  -3.807479
H  1.821975  10.107651  -2.920846
H  -0.061488  9.002197  -1.569739
H  1.338594  7.840402  -0.048825
H  2.302779  9.174131  -0.662713
H  4.079730  8.775598  -1.989992
H  3.514740  7.575409  -3.200658
H  4.727801  7.124341  -2.011704
H  -0.213393  6.667886  -1.713006
H  1.000179  6.562404  -2.756504
C  -5.595615  -0.263360  -7.243906
C  -5.336136  -1.654693  -6.672361
C  -6.586054  -2.317944  -6.056815
O  -6.971068  -1.797950  -4.787348
C  -7.671241  -0.566822  -4.843929
N  -4.236813  -1.573766  -5.702392
H  -5.646131  0.507916  -6.473668
H  -4.782270  0.024207  -7.918370
H  -6.525138  -0.238475  -7.819186
H  -5.010048  -2.288645  -7.504588
H  -6.355728  -3.375398  -5.881624
H  -7.434480  -2.296328  -6.751974
H  -8.327211  -0.505441  -5.717163
H  -6.966583  0.266634  -4.834877
H  -8.283557  -0.482363  -3.943892
H  -3.991040  -2.517241  -5.406215
H  -4.610457  -1.144261  -4.855683
C  -2.033750  -7.869537  2.012984
C  -1.808264  -7.110671  3.317691
C  -0.346320  -6.670567  3.537840
O  0.539684  -7.720482  3.920444
C  0.965629  -8.548944  2.852084
N  -2.298243  -7.928855  4.435111
H  -1.711168  -8.910735  2.067551
H  -3.100651  -7.887546  1.767548
H  -1.512264  -7.389410  1.180799
H  -2.416029  -6.200665  3.269530
H  -0.329924  -5.956543  4.369669
H  0.047216  -6.137181  2.664002
H  1.101535  -7.986766  1.923523
H  0.257085  -9.365904  2.704877
H  1.922242  -8.996593  3.129493
H  -2.250464  -7.377550  5.289825
H  -1.616847  -8.672716  4.588597

Forces on the atoms, in the same order (eV/Å):
-0.224 -0.483 0.327
-1.598 0.051 0.372
-0.261 -1.452 0.316
0.161 -0.774 -0.034
0.224 0.500 0.422
-0.230 0.991 -0.347
0.191 0.910 0.356
-0.670 -0.705 -0.538
-1.068 -1.413 1.288
-2.228 -1.290 -1.023
-0.204 -0.392 -0.590
0.760 0.364 0.521
-0.212 -0.748 1.579
0.031 -0.272 -3.816
-0.259 0.984 4.699
1.704 0.673 -2.012
-0.799 -2.818 0.097
-0.263 0.040 -0.716
-0.726 -0.266 -3.493
1.842 1.644 0.360
3.684 2.329 0.324
-2.796 -1.034 1.899
1.600 -1.236 0.330
1.378 2.258 -0.001
0.954 0.110 3.176
-0.985 -0.525 0.399
0.289 0.677 -1.358
-1.133 -0.527 1.052
1.165 2.213 -1.198
1.063 -3.867 0.738
-3.543 -0.503 1.257
3.718 1.880 -1.848
-2.369 -2.238 -0.871
2.730 3.384 0.144
0.798 1.799 -1.019
-4.467 0.687 -2.015
3.136 -0.867 2.842
1.369 1.832 -1.923
-0.261 -3.932 0.241
0.704 0.737 1.562
-2.060 -0.872 -3.646
-0.455 -1.176 -0.935
-0.214 1.447 -1.054
1.725 -0.174 -0.236
0.342 1.666 0.436
1.571 -0.588 0.826
0.841 1.277 -0.487
-0.607 -0.713 -1.103
0.113 1.423 0.407
0.508 -1.188 1.309
-0.300 -1.709 -0.075
-0.505 0.398 -1.420
-1.209 -1.300 0.159
0.929 -0.292 1.465
-0.256 0.593 1.720
-1.686 -0.295 -0.449
0.698 -1.347 -1.108
-0.983 -1.361 0.915
0.220 1.208 -1.203
-1.235 -1.017 -0.843
-1.615 0.336 -0.699
-0.411 -0.961 1.348
1.067 0.948 1.398
-1.366 1.354 -0.204
0.725 -1.104 -0.834
-0.877 1.628 -0.547
1.306 1.003 0.857
0.936 0.649 0.123
-0.765 -0.132 -0.200
-0.702 -1.062 1.050
1.679 -0.464 0.186
-1.489 0.320 0.185
1.097 1.161 0.047
1.512 -0.981 -0.336
-1.315 -0.853 0.403
-0.560 1.414 -0.322
-0.337 -0.778 1.644
-0.390 1.469 0.602
0.747 0.736 0.076
0.189 0.535 -0.957
-0.166 0.273 -0.170
0.336 -0.231 -0.172
-0.224 -0.142 0.150
-0.063 0.356 0.107
-0.004 -0.379 -0.019
0.110 -0.086 0.295
-0.013 -0.030 0.126
0.089 -0.106 0.104
0.003 -0.048 -0.015
0.067 -0.103 0.094
0.079 -0.070 -0.130
0.073 0.049 -0.136
-0.084 0.013 -0.038
0.096 0.215 -0.081
-0.078 0.013 0.119
-0.131 0.077 -0.102
-0.121 0.116 -0.078
0.079 0.123 -0.340
-0.115 0.305 0.410
0.170 -0.217 0.063
-0.124 -0.051 -0.416
0.152 -0.055 0.346
-0.267 -0.294 -0.051
-0.022 -0.132 0.026
-0.071 -0.077 0.130
0.015 0.019 0.041
-0.062 -0.084 0.103
0.004 0.148 0.099
-0.042 0.160 -0.025
0.077 0.011 -0.051
-0.129 0.141 -0.160
0.026 -0.138 -0.041
0.117 0.177 -0.022
0.121 0.035 -0.144
-0.259 0.036 -0.244
0.247 -0.306 -0.019
-0.115 0.138 0.252
-0.043 0.260 -0.285
0.046 -0.174 0.343
0.211 0.139 0.144
0.049 0.086 0.081
0.143 0.011 0.095
-0.006 -0.023 0.042
0.137 0.011 0.084
0.035 -0.142 -0.040
-0.028 -0.083 -0.121
-0.102 0.007 -0.010
0.020 0.004 -0.256
-0.021 0.123 0.065
-0.127 -0.032 -0.075
-0.161 0.038 -0.076